{
  "formula": "C22H26FN3O5S",
  "method": "wB97M-V/def2-TZVPD",
  "smiles": "Cc1ccccc1N(CC(=O)NC[C@@H]1CCCO1)C(=O)CNS(=O)(=O)c1ccc(F)cc1",
  "homo_lumo_gap_ev": 9.2,
  "relative_energy_kcal_mol": 7.5,
  "spin_multiplicity": 1,
  "e_homo_ev": -8.8660,
  "symbols": ["C", "C", "C", "C", "C", "C", "C", "N", "C", "C", "O", "N", "C", "C", "C", "C", "C", "O", "C", "O", "C", "N", "S", "O", "O", "C", "C", "C", "C", "F", "C", "C", "H", "H", "H", "H", "H", "H", "H", "H", "H", "H", "H", "H", "H", "H", "H", "H", "H", "H", "H", "H", "H", "H", "H", "H", "H", "H"],
  "coordinates": [[0.179, -4.384, 1.614], [0.772, -3.824, 0.358], [1.741, -4.528, -0.347], [2.279, -4.029, -1.519], [1.853, -2.807, -2.012], [0.887, -2.090, -1.330], [0.353, -2.592, -0.150], [-0.656, -1.854, 0.534], [-2.039, -2.206, 0.275], [-2.893, -1.158, -0.458], [-4.092, -1.337, -0.545], [-2.242, -0.126, -1.010], [-2.951, 0.989, -1.592], [-2.549, 2.322, -0.931], [-2.877, 2.361, 0.562], [-4.327, 2.839, 0.550], [-4.351, 3.767, -0.668], [-3.281, 3.384, -1.521], [-0.402, -0.887, 1.433], [-1.283, -0.263, 1.997], [1.063, -0.581, 1.757], [1.201, 0.845, 1.970], [1.079, 1.706, 0.533], [0.553, 3.000, 0.826], [0.430, 0.903, -0.475], [2.809, 1.836, 0.108], [3.375, 0.928, -0.767], [4.728, 1.009, -1.051], [5.472, 2.007, -0.444], [6.785, 2.090, -0.714], [4.910, 2.926, 0.430], [3.558, 2.831, 0.707], [-0.052, -3.595, 2.325], [0.862, -5.092, 2.077], [-0.749, -4.910, 1.387], [2.074, -5.483, 0.032], [3.031, -4.595, -2.049], [2.267, -2.417, -2.930], [0.544, -1.134, -1.693], [-2.552, -2.391, 1.226], [-2.061, -3.123, -0.316], [-1.262, 0.042, -0.818], [-2.732, 1.052, -2.664], [-4.020, 0.804, -1.464], [-1.485, 2.503, -1.118], [-2.230, 3.090, 1.051], [-2.744, 1.396, 1.044], [-5.001, 1.994, 0.404], [-4.610, 3.357, 1.463], [-4.191, 4.813, -0.374], [-5.291, 3.705, -1.227], [1.349, -1.102, 2.676], [1.733, -0.874, 0.951], [0.482, 1.173, 2.608], [2.753, 0.177, -1.227], [5.206, 0.320, -1.729], [5.528, 3.690, 0.873], [3.067, 3.523, 1.371]],
  "lowdin_charge": [-0.020, -0.200, -0.036, -0.074, -0.073, -0.016, -0.200, -0.010, -0.022, -0.476, 0.058, 0.094, -0.096, -0.320, -0.119, -0.145, -0.191, -0.099, -0.462, 0.079, -0.125, -0.102, 0.692, -0.259, -0.301, -0.270, -0.044, 0.016, -0.263, 0.074, 0.016, -0.041, 0.080, 0.082, 0.092, 0.113, 0.105, 0.106, 0.104, 0.141, 0.145, 0.083, 0.131, 0.126, 0.128, 0.113, 0.099, 0.110, 0.109, 0.117, 0.117, 0.141, 0.111, 0.112, 0.100, 0.123, 0.124, 0.120]
}


{
  "formula": "CdI",
  "method": "wB97M-V/def2-TZVPD",
  "homo_lumo_gap_ev": [8.7, 6.5],
  "relative_energy_kcal_mol": 0.9,
  "spin_multiplicity": 2,
  "e_homo_ev": [-8.4098, -9.1497],
  "symbols": ["Cd", "I"],
  "coordinates": [[0.728, -0.600, 1.116], [-0.728, 0.600, -1.116]],
  "lowdin_charge": [0.509, -0.509]
}


{
  "formula": "C48H35N3O2SSiTeTl",
  "method": "wB97M-V/def2-TZVPD",
  "homo_lumo_gap_ev": 6.3,
  "relative_energy_kcal_mol": 38.6,
  "charge": -1,
  "spin_multiplicity": 1,
  "e_homo_ev": -4.3960,
  "symbols": ["Tl", "O", "C", "O", "C", "C", "C", "N", "C", "C", "C", "C", "C", "C", "C", "N", "C", "C", "C", "C", "C", "N", "H", "H", "H", "H", "H", "H", "H", "H", "H", "H", "C", "C", "C", "C", "C", "C", "Si", "C", "C", "C", "C", "C", "C", "C", "C", "C", "C", "C", "C", "H", "H", "H", "H", "H", "H", "H", "H", "H", "H", "H", "H", "H", "H", "H", "Te", "C", "C", "C", "C", "S", "H", "H", "H", "C", "C", "C", "C", "C", "C", "C", "C", "C", "C", "H", "H", "H", "H", "H", "H", "H"],
  "coordinates": [[0.633, 0.002, -0.169], [7.890, 0.122, 1.521], [7.480, 0.096, 0.349], [8.070, 0.170, -0.741], [5.924, -0.060, 0.222], [5.124, -0.002, 1.351], [3.743, -0.038, 1.211], [3.169, -0.143, 0.010], [3.923, -0.183, -1.090], [5.312, -0.153, -1.013], [3.206, -0.177, -2.396], [3.886, -0.011, -3.603], [3.171, 0.096, -4.780], [1.787, 0.012, -4.745], [1.186, -0.179, -3.516], [1.871, -0.263, -2.381], [2.832, 0.061, 2.380], [3.312, 0.043, 3.691], [2.423, 0.089, 4.747], [1.062, 0.158, 4.486], [0.662, 0.189, 3.165], [1.516, 0.146, 2.147], [5.631, 0.082, 2.301], [5.957, -0.182, -1.880], [4.963, 0.059, -3.615], [3.687, 0.262, -5.716], [1.188, 0.103, -5.640], [0.107, -0.248, -3.424], [4.372, -0.024, 3.882], [2.788, 0.060, 5.765], [0.332, 0.177, 5.283], [-0.391, 0.235, 2.904], [-4.087, -0.408, -3.856], [-3.201, 0.651, -3.706], [-2.640, 0.918, -2.468], [-2.940, 0.126, -1.354], [-3.835, -0.930, -1.522], [-4.411, -1.192, -2.758], [-2.053, 0.474, 0.286], [-2.594, 2.201, 0.844], [-3.674, 2.847, 0.239], [-4.056, 4.122, 0.632], [-3.369, 4.771, 1.647], [-2.303, 4.139, 2.271], [-1.920, 2.870, 1.868], [-2.752, -0.739, 1.565], [-3.841, -0.389, 2.365], [-4.380, -1.291, 3.271], [-3.835, -2.562, 3.399], [-2.747, -2.924, 2.617], [-2.213, -2.020, 1.710], [-4.521, -0.618, -4.826], [-2.951, 1.270, -4.560], [-1.967, 1.764, -2.354], [-4.092, -1.549, -0.669], [-5.105, -2.017, -2.870], [-4.222, 2.340, -0.547], [-4.891, 4.608, 0.140], [-3.654, 5.775, 1.937], [-1.754, 4.648, 3.053], [-1.074, 2.395, 2.355], [-4.274, 0.601, 2.275], [-5.228, -1.003, 3.882], [-4.249, -3.261, 4.116], [-2.307, -3.909, 2.715], [-1.362, -2.315, 1.105], [1.987, 2.635, -0.708], [0.852, 4.371, -0.337], [1.235, 5.406, 0.468], [0.325, 6.498, 0.469], [-0.742, 6.287, -0.346], [-0.632, 4.759, -1.127], [2.151, 5.379, 1.044], [0.464, 7.395, 1.058], [-1.603, 6.914, -0.514], [-1.512, -4.993, -2.350], [-1.682, -3.599, -2.472], [-0.916, -2.744, -1.730], [0.066, -3.216, -0.824], [0.875, -2.326, -0.058], [1.779, -2.884, 0.811], [1.931, -4.281, 0.957], [1.174, -5.138, 0.212], [0.220, -4.625, -0.697], [-0.587, -5.490, -1.476], [-2.113, -5.662, -2.954], [-2.431, -3.211, -3.151], [-1.060, -1.673, -1.821], [2.418, -2.257, 1.420], [2.653, -4.664, 1.668], [1.287, -6.212, 0.306], [-0.453, -6.559, -1.355]],
  "lowdin_charge": [0.567, -0.044, -0.688, -0.040, -0.068, 0.066, -0.230, 0.019, -0.229, 0.064, -0.233, 0.006, -0.051, -0.048, -0.129, 0.014, -0.205, 0.010, -0.050, -0.044, -0.121, 0.039, 0.110, 0.111, 0.110, 0.108, 0.104, 0.103, 0.111, 0.109, 0.106, 0.089, -0.099, -0.089, -0.119, -0.317, -0.098, -0.102, 0.687, -0.301, -0.107, -0.095, -0.105, -0.087, -0.100, -0.297, -0.092, -0.095, -0.100, -0.078, -0.094, 0.096, 0.101, 0.102, 0.104, 0.101, 0.098, 0.098, 0.099, 0.105, 0.091, 0.099, 0.097, 0.095, 0.103, 0.075, 0.875, -1.032, -0.280, -0.219, -0.448, 0.899, 0.088, 0.092, 0.055, -0.092, -0.078, -0.056, -0.213, -0.185, -0.121, -0.080, -0.054, -0.176, -0.048, 0.095, 0.091, 0.062, 0.073, 0.099, 0.104, 0.105]
}


{
  "formula": "C39H31O6S2",
  "method": "wB97M-V/def2-TZVPD",
  "homo_lumo_gap_ev": 5.8,
  "charge": -1,
  "spin_multiplicity": 1,
  "e_homo_ev": -3.6562,
  "symbols": ["C", "C", "C", "C", "C", "C", "C", "C", "C", "C", "C", "C", "C", "C", "C", "C", "C", "C", "C", "C", "C", "C", "C", "O", "C", "C", "H", "H", "H", "H", "H", "H", "H", "H", "H", "H", "H", "H", "H", "H", "H", "H", "H", "H", "C", "O", "C", "S", "C", "C", "C", "C", "C", "C", "O", "O", "S", "C", "C", "C", "C", "C", "C", "O", "O", "H", "H", "H", "H", "H", "H", "H", "H", "H", "H", "H", "H", "H"],
  "coordinates": [[-2.676, 7.316, 0.299], [-1.421, 6.701, 0.172], [-1.297, 5.307, 0.206], [-2.422, 4.454, 0.401], [-2.301, 2.979, 0.412], [-1.110, 2.346, 0.688], [-0.941, 0.909, 0.700], [0.359, 0.213, 0.947], [0.320, -0.889, 1.948], [-0.277, -2.099, 1.542], [-0.466, -3.156, 2.418], [0.047, -3.093, 3.706], [0.698, -1.926, 4.125], [0.836, -0.823, 3.263], [-2.107, 0.127, 0.625], [-3.303, 0.649, 0.169], [-4.398, -0.234, -0.197], [-4.091, -1.545, -0.640], [-5.099, -2.434, -1.006], [-6.438, -2.042, -0.945], [-6.762, -0.753, -0.513], [-5.754, 0.139, -0.149], [-3.469, 2.094, 0.097], [-4.584, 2.600, -0.145], [-3.663, 5.107, 0.520], [-3.801, 6.497, 0.474], [-2.767, 8.407, 0.225], [-0.542, 7.327, -0.010], [-0.324, 4.862, -0.010], [-0.257, 2.974, 0.941], [1.198, 0.916, 0.954], [-0.521, -2.214, 0.488], [-0.974, -4.035, 2.053], [-0.110, -3.951, 4.363], [1.107, -1.893, 5.138], [1.406, 0.064, 3.544], [-2.053, -0.926, 0.918], [-3.035, -1.824, -0.744], [-4.823, -3.428, -1.352], [-7.220, -2.729, -1.243], [-7.791, -0.394, -0.462], [-6.006, 1.162, 0.126], [-4.574, 4.521, 0.567], [-4.804, 6.932, 0.517], [0.666, -2.262, -2.418], [0.596, -1.573, -1.064], [1.455, -0.620, -0.593], [3.110, -1.395, -0.079], [3.022, -3.207, 0.177], [2.770, -3.681, 1.461], [2.624, -5.050, 1.683], [2.859, -5.958, 0.647], [3.273, -5.476, -0.603], [3.386, -4.102, -0.831], [3.987, -1.421, -1.273], [3.516, -0.698, 1.134], [1.732, 0.685, -1.792], [3.407, 1.280, -1.787], [3.978, 1.968, -0.708], [5.249, 2.545, -0.873], [5.890, 2.463, -2.119], [5.347, 1.711, -3.157], [4.114, 1.124, -2.983], [1.732, 0.117, -3.143], [0.811, 1.771, -1.471], [1.737, -2.388, -2.658], [0.187, -3.257, -2.287], [0.133, -1.634, -3.157], [2.682, -2.961, 2.272], [2.345, -5.404, 2.672], [2.767, -7.044, 0.835], [3.527, -6.193, -1.387], [3.774, -3.720, -1.766], [3.455, 2.060, 0.255], [5.704, 3.037, 0.010], [6.844, 2.958, -2.257], [5.865, 1.553, -4.093], [3.666, 0.555, -3.778]],
  "lowdin_charge": [-0.124, -0.114, -0.039, -0.146, -0.083, 0.002, -0.186, -0.044, -0.202, -0.066, -0.085, -0.115, -0.094, -0.017, 0.007, -0.107, -0.158, -0.038, -0.111, -0.125, -0.097, -0.025, -0.298, -0.049, -0.033, -0.099, 0.088, 0.091, 0.100, 0.106, 0.099, 0.105, 0.103, 0.097, 0.097, 0.117, 0.098, 0.103, 0.089, 0.082, 0.093, 0.098, 0.093, 0.094, -0.005, -0.240, -0.425, 0.791, -0.240, -0.061, -0.074, -0.082, -0.078, -0.064, -0.349, -0.314, 0.762, -0.290, -0.053, -0.069, -0.084, -0.073, -0.069, -0.342, -0.269, 0.076, 0.096, 0.089, 0.107, 0.104, 0.108, 0.103, 0.106, 0.119, 0.111, 0.095, 0.103, 0.107]
}